1.
58
Properties=species:S:1:pos:R:3:forces:R:3:lowdin_charge:R:1 method="wB97M-V/def2-TZVPD" mol_weight_g_mol=579.23 total_charge=-1 gap_ev=5.417
N 4.4046 -1.6240 2.5571 0.2 0.0 -0.1 -0.046
C 4.8762 -0.2715 2.1805 0.0 0.1 0.1 -0.428
C 3.7913 0.5799 1.5427 -0.4 -0.5 0.3 -0.356
In 1.8384 0.2019 2.5736 0.5 0.4 0.1 0.288
P 1.0915 -2.1160 1.7177 -0.1 0.4 0.0 0.466
O -0.1059 -2.1937 0.7954 -0.4 -0.2 -0.1 -0.645
H 4.4549 -2.2414 1.7550 -0.1 0.0 -0.1 0.043
H 5.0283 -2.0250 3.2469 0.0 0.0 0.1 0.052
H 5.1981 0.2209 3.1012 0.0 0.0 0.0 0.093
H 5.7646 -0.3419 1.5370 0.1 0.0 0.0 0.073
H 4.0380 1.6344 1.6469 0.1 0.1 -0.2 0.011
H 3.6695 0.3238 0.4877 0.1 0.2 -0.1 0.016
H 0.6363 1.4162 2.1201 0.0 -0.2 0.0 -0.146
H 2.1095 0.1677 4.3239 -0.1 -0.1 -0.1 -0.141
H 0.9419 -2.9974 2.8299 0.1 -0.2 0.0 -0.087
H 2.1844 -2.7765 1.0947 0.2 -0.1 0.1 -0.093
C -3.2859 -1.3556 -0.1119 -0.1 0.0 0.0 -0.048
C -2.5586 -2.2470 -0.8894 0.0 0.0 -0.1 -0.051
C -2.9538 -2.5025 -2.1935 0.0 -0.1 0.1 0.002
C -4.0770 -1.8637 -2.6889 0.0 0.0 0.0 -0.164
C -4.8180 -0.9808 -1.9272 -0.2 0.2 0.1 -0.024
C -4.4148 -0.7293 -0.6269 0.1 0.0 0.1 -0.069
N -4.4991 -2.1233 -4.0729 0.0 0.0 0.0 -0.359
O -3.8535 -2.9150 -4.7307 0.0 -0.1 0.0 0.062
O -5.4742 -1.5284 -4.4961 -0.1 0.0 0.0 0.049
H -2.9539 -1.1511 0.8969 0.1 0.0 0.0 0.112
H -1.6694 -2.7036 -0.4724 0.0 0.1 0.0 0.069
H -2.3975 -3.1858 -2.8167 0.0 0.0 -0.1 0.115
H -5.6884 -0.4946 -2.3409 0.0 0.0 -0.1 0.107
H -4.9801 -0.0354 -0.0188 0.0 0.0 0.0 0.101
C -10.7102 0.0929 -2.5636 0.0 0.0 0.0 -0.073
C -9.7894 1.0942 -2.8387 0.0 0.0 0.0 -0.064
C -9.0780 1.6876 -1.8093 0.1 0.1 -0.1 -0.003
C -9.3045 1.2598 -0.5160 0.0 0.0 0.0 -0.148
C -10.2182 0.2681 -0.2181 -0.1 -0.1 0.1 -0.006
C -10.9254 -0.3166 -1.2550 0.0 0.0 -0.1 -0.068
N -8.5360 1.8711 0.5851 0.0 0.0 0.0 -0.355
O -7.7536 2.7520 0.3016 0.1 0.1 0.0 0.081
O -8.7349 1.4531 1.7068 0.0 0.0 0.1 0.077
H -11.2573 -0.3731 -3.3720 0.0 0.0 0.0 0.105
H -9.6172 1.4109 -3.8577 0.0 0.0 0.0 0.108
H -8.3556 2.4636 -2.0117 0.0 0.0 0.1 0.120
H -10.3671 -0.0413 0.8050 0.0 0.0 0.0 0.118
H -11.6410 -1.0978 -1.0396 0.0 0.0 0.0 0.106
C 11.5761 1.2482 -0.3193 0.0 0.0 0.0 -0.081
C 10.3318 0.9984 -0.8816 0.0 0.0 0.0 -0.069
C 9.1768 1.3018 -0.1792 0.0 -0.1 -0.1 0.000
C 9.2970 1.8546 1.0798 0.0 0.0 0.0 -0.142
C 10.5222 2.1093 1.6620 0.1 0.0 0.1 -0.007
C 11.6703 1.8006 0.9508 0.0 0.0 0.0 -0.074
N 8.0648 2.1852 1.8272 0.1 -0.1 -0.1 -0.344
O 7.0124 1.9314 1.2916 -0.1 0.1 0.0 0.091
O 8.1964 2.6843 2.9273 0.0 0.0 0.1 0.076
H 12.4752 1.0110 -0.8724 0.0 0.0 0.0 0.103
H 10.2577 0.5656 -1.8695 0.0 0.0 0.0 0.106
H 8.1988 1.1126 -0.5954 0.0 0.0 0.0 0.123
H 10.5721 2.5389 2.6508 -0.1 0.0 0.0 0.117
H 12.6395 1.9923 1.3902 0.0 0.0 0.0 0.104


2.
56
Properties=species:S:1:pos:R:3:forces:R:3:lowdin_charge:R:1 method="wB97M-V/def2-TZVPD" mol_weight_g_mol=526.16 total_charge=-1 gap_ev=3.092 de_lowest_kcal_mol=0.0
Li -0.1231 2.5408 1.8321 0.8 -0.2 -0.9 0.632
N 2.0549 -1.0533 1.4466 1.4 -2.6 -0.4 0.043
C 1.4424 -1.2059 2.6571 -1.1 -0.8 0.6 -0.191
C 0.7041 -0.1013 2.8635 0.7 1.3 -0.5 -0.208
N 0.9630 0.8189 1.7954 -0.9 0.7 1.1 -0.051
C 1.8584 0.2099 0.9722 2.3 0.1 -2.2 -0.296
C 2.6644 0.6372 -0.1692 -4.7 -1.3 3.6 -0.240
N 3.8354 0.0943 -0.6932 1.0 -3.4 -0.9 0.027
C 4.6589 1.1591 -1.1463 -0.4 0.5 0.1 -0.085
C 3.9141 2.2748 -0.9710 0.2 1.0 -0.3 -0.140
N 2.6881 1.9866 -0.4203 -0.6 4.5 -0.8 0.033
H 2.4730 -1.8296 0.9097 -0.3 1.1 0.5 0.130
H 1.4406 -2.1265 3.2246 0.2 0.1 -0.1 0.082
H 0.1864 0.1765 3.7991 0.1 -0.1 -0.9 0.079
H 5.4246 0.8820 -1.8471 0.3 0.4 0.3 0.083
H 4.2867 3.2696 -1.2721 -0.8 -0.5 0.3 0.107
H 1.8806 2.7177 -0.1465 2.4 -2.0 -0.4 0.148
O 0.7067 3.7864 0.6375 -0.4 0.4 0.1 -0.219
C 0.1890 4.6008 -0.2224 -0.4 -1.1 -0.2 -0.379
C 0.9591 5.6582 -0.7634 -0.1 0.7 -0.2 -0.035
C 0.3956 6.5120 -1.7196 1.4 0.4 -0.9 -0.126
C -0.7536 6.1248 -2.3861 -1.5 0.0 -0.7 -0.149
C -1.5147 5.0260 -1.9462 0.8 1.4 0.6 -0.070
C -1.1558 4.3811 -0.7785 0.2 -0.2 0.2 -0.092
C -2.1419 3.5055 -0.1298 0.4 -1.2 -0.2 -0.250
N -1.9094 2.8326 0.9830 0.1 0.5 0.7 0.018
C -3.0652 2.2170 1.3620 -1.4 -0.9 -0.7 -0.151
C -4.0142 2.4031 0.3784 -0.2 -0.4 1.0 -0.127
N -3.4194 3.1600 -0.6009 0.5 2.0 -0.2 0.081
H 2.0100 5.7401 -0.4303 -0.8 0.2 0.0 0.115
H 0.9172 7.4423 -2.1389 -0.5 -1.5 0.9 0.115
H -1.1406 6.7051 -3.2392 0.3 -0.2 0.5 0.088
H -2.4520 4.7894 -2.4071 -0.3 0.0 -0.4 0.085
H -3.1754 1.5806 2.2592 0.3 0.6 -0.7 0.107
H -5.0562 2.0878 0.3109 0.5 0.1 0.0 0.101
H -3.9605 3.8038 -1.2062 0.7 -1.0 0.5 0.155
C -4.2402 -6.8391 0.7964 -0.9 0.3 1.3 -0.389
Sb -3.5115 -4.7916 0.8885 -0.3 0.1 0.2 1.189
C -2.3377 -5.0342 -0.8879 0.8 -0.5 -0.6 -0.397
C -2.1180 -5.0333 2.5723 0.7 -1.3 -0.2 -0.372
H -5.1446 -6.8074 1.4826 1.2 -0.6 -0.5 0.000
H -3.5166 -7.6301 1.0250 -0.2 0.3 0.4 0.001
H -4.6324 -7.0944 -0.1704 -0.2 0.3 -0.7 -0.027
H -2.2013 -4.0732 -1.4102 0.0 -0.4 0.3 -0.009
H -2.8389 -5.7578 -1.5795 0.1 0.7 0.6 0.004
H -1.3434 -5.4776 -0.6786 -0.4 0.4 0.0 0.003
H -1.4855 -4.1919 2.8667 -0.2 0.2 -0.6 -0.019
H -1.4072 -5.8706 2.2575 -1.0 0.9 0.8 0.014
H -2.6805 -5.2666 3.5099 0.3 -0.3 -0.9 -0.002
C 3.2573 -3.3779 -1.7466 1.1 2.1 0.2 -0.016
O 3.1834 -2.0906 -1.0155 -0.8 -1.4 -0.1 -0.087
C 4.1581 -1.1526 -1.1871 -0.7 2.1 0.6 -0.550
O 5.2259 -1.3332 -1.7438 0.7 -1.1 -0.6 0.010
H 4.2581 -3.4502 -2.1838 -0.2 -0.1 0.1 0.079
H 2.5177 -3.3488 -2.5347 -0.3 0.0 -0.1 0.078
H 3.0863 -4.1864 -1.0579 -0.2 -0.2 0.4 0.072